No. 1
{
  "formula": "C51H55CaN3P2Sb2",
  "method": "ωB97M-V with the def2-TZVPD basis set",
  "symbols": ["Ca", "C", "C", "P", "C", "C", "C", "C", "C", "C", "C", "C", "C", "C", "C", "C", "C", "P", "C", "C", "C", "C", "C", "C", "C", "C", "C", "C", "C", "C", "H", "H", "H", "H", "H", "H", "H", "H", "H", "H", "H", "H", "H", "H", "H", "H", "H", "H", "H", "H", "H", "H", "H", "H", "H", "H", "C", "Sb", "C", "C", "C", "C", "C", "C", "C", "C", "C", "Sb", "C", "C", "H", "H", "H", "H", "H", "H", "H", "H", "H", "H", "H", "H", "H", "H", "H", "H", "H", "H", "H", "H", "N", "C", "C", "C", "C", "C", "C", "N", "C", "C", "C", "C", "N", "C", "C", "H", "H", "H", "H", "H", "H", "H", "H", "H"],
  "xyz": [[-0.5748, 0.2815, -0.2004], [0.6995, 2.3921, 3.2369], [-0.5493, 1.5466, 3.4960], [-0.7276, -0.0636, 2.6020], [-2.3022, -0.5689, 3.3936], [-3.5052, -0.3660, 2.7200], [-4.7130, -0.6821, 3.3244], [-4.7272, -1.2037, 4.6090], [-3.5335, -1.3866, 5.2943], [-2.3254, -1.0727, 4.6926], [0.4814, -1.1915, 3.3629], [0.6580, -2.4346, 2.7534], [1.4923, -3.3827, 3.3211], [2.1816, -3.0868, 4.4897], [2.0341, -1.8434, 5.0862], [1.1795, -0.9007, 4.5326], [0.9546, 2.7093, 1.7542], [-0.6058, 2.9774, 0.7892], [-1.1578, 4.5750, 1.4764], [-0.3575, 5.7081, 1.3360], [-0.7652, 6.9100, 1.8870], [-1.9698, 6.9907, 2.5759], [-2.7717, 5.8681, 2.7075], [-2.3690, 4.6596, 2.1570], [0.0547, 3.5395, -0.8238], [1.3847, 3.4466, -1.2312], [1.7710, 3.9699, -2.4606], [0.8409, 4.5795, -3.2862], [-0.4929, 4.6511, -2.8980], [-0.8863, 4.1184, -1.6843], [1.5883, 1.9100, 3.6480], [0.5676, 3.3305, 3.7790], [-1.4276, 2.1199, 3.1851], [-0.6706, 1.3526, 4.5630], [-3.4985, 0.0655, 1.7242], [-5.6425, -0.5064, 2.7981], [-5.6642, -1.4577, 5.0855], [-3.5448, -1.7669, 6.3069], [-1.4032, -1.2239, 5.2380], [0.1264, -2.6644, 1.8355], [1.5979, -4.3564, 2.8608], [2.8332, -3.8262, 4.9354], [2.5789, -1.6110, 5.9916], [1.0598, 0.0542, 5.0279], [1.4787, 1.8719, 1.2786], [1.5843, 3.5948, 1.6621], [0.5732, 5.6544, 0.7830], [-0.1451, 7.7888, 1.7708], [-2.2845, 7.9337, 3.0019], [-3.7160, 5.9333, 3.2310], [-3.0017, 3.7835, 2.2478], [2.1361, 3.0115, -0.5827], [2.8103, 3.9244, -2.7593], [1.1531, 4.9992, -4.2334], [-1.2207, 5.1256, -3.5430], [-1.9221, 4.1900, -1.3672], [-1.0418, 1.4746, -4.5760], [-0.9317, -0.1179, -3.1685], [0.8515, -0.9314, -4.0461], [-2.3048, -1.4891, -4.1407], [-3.7365, -1.0662, -4.0710], [-4.2059, -0.1144, -4.9823], [-5.5272, 0.2893, -4.9944], [-6.4157, -0.2600, -4.0758], [-5.9606, -1.1968, -3.1680], [-4.6261, -1.6138, -3.1464], [-4.1943, -2.5834, -2.1026], [-3.9954, -1.6191, -0.1132], [-3.7025, 0.4042, -0.8924], [-1.8368, -1.9775, -0.0393], [-1.9382, 2.0764, -4.4521], [-1.0274, 1.0339, -5.5718], [-0.1689, 2.1062, -4.4472], [0.7729, -0.8225, -5.1264], [0.9652, -1.9863, -3.8047], [1.7290, -0.3897, -3.6956], [-2.1280, -2.4637, -3.6898], [-1.9634, -1.5296, -5.1759], [-3.5200, 0.2919, -5.7165], [-5.8728, 1.0043, -5.7287], [-7.4558, 0.0370, -4.0753], [-6.6490, -1.6293, -2.4495], [-3.2294, -3.0450, -2.2988], [-4.9370, -3.3694, -1.9771], [-4.5195, 1.0387, -0.5546], [-3.7133, 0.3845, -1.9812], [-2.7598, 0.8293, -0.5291], [-1.6414, -3.0423, 0.0734], [-1.4135, -1.4557, 0.8233], [-1.3866, -1.6294, -0.9781], [5.5205, -4.0115, -1.3566], [6.8459, -4.2928, -1.1452], [7.7423, -5.1574, -1.7672], [9.0269, -5.1733, -1.2722], [9.4211, -4.3544, -0.1964], [8.5406, -3.4957, 0.4158], [7.2268, -3.4651, -0.0652], [6.1594, -2.7133, 0.3401], [5.1619, -3.0526, -0.4398], [3.8575, -2.4360, -0.3386], [2.7348, -2.8280, -1.0750], [1.5584, -2.1259, -0.9328], [1.4076, -1.0626, -0.1319], [2.4787, -0.7199, 0.6100], [3.6890, -1.3612, 0.5462], [4.9416, -4.4184, -2.0690], [7.4531, -5.7906, -2.5955], [9.7584, -5.8309, -1.7218], [10.4453, -4.4105, 0.1461], [8.8410, -2.8630, 1.2393], [2.7695, -3.6709, -1.7514], [0.6806, -2.4349, -1.4922], [2.3519, 0.1131, 1.2899], [4.5270, -1.0527, 1.1542]],
  "forces_ev_per_angstrom": [[0.43, 0.67, 0.23], [-0.10, -0.04, -0.14], [0.24, -0.02, -0.03], [-0.05, 0.42, 1.45], [0.03, -0.01, -0.26], [0.23, 0.12, 0.33], [-0.10, 0.09, 0.06], [0.02, 0.07, -0.04], [0.04, 0.00, 0.04], [-0.05, -0.07, -0.04], [0.00, 0.07, -0.13], [-0.02, -0.02, 0.05], [-0.03, -0.04, -0.02], [0.03, 0.01, -0.01], [0.04, -0.05, 0.03], [0.03, 0.05, -0.04], [-0.32, -0.23, 0.03], [0.49, 0.90, 0.10], [-0.29, -0.28, 0.06], [-0.02, -0.04, 0.03], [0.06, 0.03, -0.02], [-0.01, -0.04, -0.01], [-0.08, 0.03, 0.04], [0.07, -0.04, -0.06], [-0.11, -0.25, -0.12], [-0.07, -0.01, 0.08], [0.09, -0.01, -0.07], [0.02, -0.02, -0.02], [-0.04, -0.04, -0.03], [0.05, -0.03, 0.01], [0.00, 0.02, 0.03], [0.05, 0.02, -0.03], [-0.11, -0.08, 0.12], [-0.01, 0.03, 0.01], [0.04, 0.22, 0.21], [0.00, -0.07, -0.02], [-0.02, 0.02, -0.03], [0.00, -0.04, -0.02], [0.03, -0.04, 0.00], [0.06, -0.06, 0.09], [0.03, 0.01, -0.02], [0.01, 0.00, 0.00], [-0.02, 0.01, 0.01], [-0.01, 0.00, -0.01], [0.13, 0.07, 0.00], [0.08, -0.07, -0.09], [0.01, 0.03, 0.01], [-0.01, 0.01, 0.02], [-0.01, 0.00, 0.00], [0.01, 0.00, 0.01], [-0.02, 0.01, 0.02], [0.01, 0.03, -0.02], [-0.01, -0.02, 0.00], [0.00, 0.02, 0.01], [0.00, 0.01, 0.01], [0.00, 0.04, -0.05], [-0.16, -0.01, 0.04], [0.26, 0.00, -1.52], [-0.06, -0.01, 0.07], [0.23, 0.13, 0.15], [-0.04, 0.08, -0.16], [0.03, -0.05, -0.05], [-0.06, -0.03, 0.04], [0.05, 0.04, -0.01], [0.03, -0.03, 0.07], [-0.11, 0.01, 0.02], [0.05, 0.14, 0.45], [-0.18, -0.48, -1.04], [-0.09, -0.32, 0.18], [-0.42, -0.13, -0.09], [-0.03, -0.01, 0.03], [-0.01, 0.01, 0.00], [0.10, 0.08, 0.03], [-0.01, 0.00, -0.01], [0.00, -0.01, -0.01], [0.00, 0.00, 0.01], [0.02, 0.00, -0.14], [0.07, 0.04, 0.04], [0.00, -0.01, -0.02], [0.02, 0.02, 0.02], [0.00, -0.01, -0.01], [-0.04, -0.01, -0.04], [-0.13, -0.11, -0.04], [0.03, -0.03, 0.07], [0.10, 0.10, 0.08], [0.05, 0.04, 0.02], [-0.46, 0.35, -0.03], [0.04, 0.04, 0.00], [-0.16, -0.57, 0.09], [-0.20, -0.57, 0.02], [-0.28, 0.06, -0.03], [0.29, 0.21, 0.38], [0.01, -0.14, -0.11], [-0.06, 0.00, -0.04], [0.04, 0.02, 0.04], [0.01, -0.01, 0.03], [0.03, -0.34, -0.40], [-0.33, 0.24, 0.09], [0.57, -0.20, 0.04], [-0.50, 0.27, 0.06], [0.25, -0.02, 0.11], [-0.15, -0.03, -0.08], [0.29, -0.06, -0.03], [-0.01, 0.02, -0.05], [0.15, -0.16, -0.09], [0.00, 0.00, -0.02], [-0.01, 0.01, 0.00], [-0.01, -0.01, -0.01], [-0.01, 0.02, 0.02], [-0.01, 0.00, 0.01], [-0.05, 0.00, -0.01], [0.08, 0.02, 0.00], [0.01, -0.04, 0.04], [-0.02, 0.05, 0.02]],
  "lowdin_charge": [0.879, -0.262, -0.355, 0.984, -0.352, -0.199, -0.095, -0.052, -0.049, -0.067, -0.385, -0.112, -0.059, -0.053, -0.053, -0.091, -0.348, 0.974, -0.378, -0.081, -0.053, -0.054, -0.063, -0.099, -0.421, -0.095, -0.065, -0.070, -0.070, -0.104, 0.104, 0.121, 0.054, 0.093, 0.018, 0.108, 0.117, 0.117, 0.106, 0.080, 0.113, 0.116, 0.116, 0.101, 0.037, 0.095, 0.112, 0.116, 0.116, 0.114, 0.099, 0.097, 0.115, 0.118, 0.118, 0.114, -0.293, 1.342, -0.301, -0.280, -0.306, -0.052, -0.063, -0.061, -0.052, -0.324, -0.307, 1.454, -0.311, -0.428, 0.013, 0.021, -0.005, 0.019, 0.000, 0.013, 0.050, 0.080, 0.109, 0.112, 0.112, 0.119, 0.034, 0.063, 0.025, -0.011, -0.082, 0.043, -0.120, -0.109, 0.173, -0.181, -0.013, -0.068, -0.071, -0.003, -0.217, 0.187, -0.284, -0.101, 0.021, -0.164, -0.075, -0.132, 0.030, 0.157, 0.114, 0.111, 0.109, 0.117, 0.119, 0.090, 0.092, 0.124],
  "e_above_lowest_ev": 1.2909,
  "e_homo_ev": -12.202,
  "homo_lumo_gap_ev": 7.18,
  "charge": 2,
  "e_lumo_ev": -5.018
}

No. 2
{
  "formula": "CH6NOS",
  "method": "ωB97M-V with the def2-TZVPD basis set",
  "symbols": ["C", "N", "O", "S", "H", "H", "H", "H", "H", "H"],
  "xyz": [[0.2758, -0.6712, -0.6559], [-0.0932, -1.3763, 0.3116], [0.4024, -0.9255, -1.8630], [0.0887, 1.2910, -0.1417], [1.2453, 1.4051, -0.9149], [-1.2656, 1.6867, 1.9315], [-0.1711, -0.8148, 1.0911], [-0.7167, -2.2582, 0.2182], [0.8467, -0.2403, -2.3321], [-0.6123, 1.9035, 2.3552]],
  "forces_ev_per_angstrom": [[-0.81, 6.54, 0.91], [-2.36, -4.77, -0.55], [-0.05, -2.76, -1.06], [2.71, -3.05, -2.37], [-0.93, 0.67, 0.70], [1.42, 0.65, 1.45], [-0.48, 0.61, 2.59], [1.88, 1.48, 0.24], [0.43, 1.15, -1.08], [-1.82, -0.53, -0.83]],
  "nbo_charge": [0.663, -0.707, -0.565, 0.004, 0.148, -0.030, 0.438, 0.469, 0.542, 0.039],
  "e_above_lowest_ev": 2.5214,
  "e_homo_ev": -15.163,
  "homo_lumo_gap_ev": 9.70,
  "charge": 1,
  "e_lumo_ev": -5.461
}

- charge of number 1 (C51H55CaN3P2Sb2)?
  +2